Record 1
Below is a single C7H10 molecule, with properties calculated with wB97M-V/def2-TZVPD.

Calculated values
E_HOMO = -8.57 eV
SMILES = C/C=C1/C[C@H]2C[C@@H]12
LUMO = 0.0433 hartree

Atoms and positions in Å:
H (1.7018, 0.7819, -1.6685)
H (-0.8648, 2.2405, -0.7577)
C (1.4225, 0.2168, -0.7790)
H (-1.4892, 0.8370, -1.6648)
C (0.1992, 0.3671, -0.2864)
H (-1.8259, -1.4039, -0.3202)
C (-1.7665, -0.8213, 0.5978)
C (-1.7249, 0.6713, 0.5556)
H (1.9735, -1.4228, 0.4961)
H (-2.3033, -1.2497, 1.4408)
H (2.8592, -1.3423, -1.0321)
C (2.4390, -0.7367, -0.2198)
H (-2.3589, 1.2808, 1.1912)
H (-0.0271, -0.2227, 1.9370)
H (3.2755, -0.2314, 0.2771)
C (-0.4825, -0.1231, 0.9559)
C (-1.0275, 1.1586, -0.7229)

Results of the natural (NBO) charge analysis, in e, for atoms 1 through 2: number 1, H, carries 0.20; number 2, H, carries 0.22

---

Record 2
Below is a 12-piece molecular cluster, C68H70F10O4 overall, with properties calculated with wB97M-V/def2-TZVPD.

Calculated values
E_HOMO = -9.02 eV
SMILES = Fc1ccccc1.Fc1ccccc1.Fc1ccccc1.Fc1ccccc1.Fc1ccccc1.Fc1ccccc1.Fc1ccccc1.Fc1ccccc1.Fc1ccccc1.Fc1ccccc1.COCCOC.COCCOC
LUMO = 0.0192 hartree

Atoms and positions in Å:
H (12.6570, 19.8131, 17.3663)
H (19.8091, 13.8365, 10.9628)
C (20.7022, 19.0231, 13.7167)
H (11.1070, 9.8694, 12.8786)
H (8.8471, 18.3107, 18.7454)
C (17.0544, 22.3263, 12.3997)
H (16.2830, 18.9298, 16.0367)
H (7.3945, 14.1735, 16.1766)
H (19.2100, 18.5030, 8.3896)
H (7.7898, 19.1249, 16.6925)
F (15.0205, 8.4522, 14.5667)
H (16.8238, 20.4105, 11.3608)
H (17.4937, 17.7945, 19.9784)
H (14.2008, 17.6352, 16.7886)
C (20.3576, 14.6877, 17.6241)
H (22.0727, 17.7410, 14.8191)
C (19.6811, 19.9582, 13.8514)
H (20.4248, 23.2288, 21.6473)
C (19.4532, 19.3657, 20.6025)
H (15.3221, 14.4106, 14.2429)
C (17.9968, 16.7062, 8.4658)
F (18.7579, 19.3805, 10.7014)
H (17.0252, 14.1703, 19.1152)
C (8.9083, 13.4572, 17.5985)
C (9.1783, 15.3900, 16.1547)
C (14.9702, 17.2240, 16.1147)
O (15.4351, 13.3983, 11.9031)
C (20.7061, 18.7933, 16.1166)
H (20.7878, 20.7293, 21.6826)
H (14.5576, 20.8087, 14.9254)
H (8.7728, 16.0748, 15.4072)
H (17.7418, 18.0304, 18.2004)
H (16.5643, 11.8724, 11.0821)
F (17.1406, 24.3230, 13.6851)
C (14.1600, 15.9421, 19.6958)
H (20.1234, 15.1584, 18.5707)
H (13.7082, 17.8477, 13.3845)
C (17.1296, 15.9318, 9.2631)
C (21.5528, 13.1379, 16.2332)
H (11.4495, 14.2870, 12.7260)
C (15.5942, 15.3012, 14.7932)
C (20.9045, 13.5765, 15.1032)
C (11.5597, 18.0656, 13.3479)
C (15.5421, 13.7325, 20.6458)
C (21.2474, 18.4468, 14.8663)
C (18.2829, 18.1713, 10.3046)
C (12.2811, 11.4173, 13.8788)
C (12.7482, 17.3462, 13.2993)
H (20.2815, 18.6333, 20.5199)
H (18.7952, 19.1534, 21.4541)
H (18.2493, 13.5126, 10.0794)
H (17.2487, 13.0708, 13.7912)
H (8.3867, 12.6089, 18.0036)
H (16.0671, 12.8968, 21.0876)
H (15.6957, 11.4455, 12.5079)
C (11.6214, 19.5736, 17.2389)
H (18.3672, 21.0601, 15.1310)
O (18.2566, 13.6355, 12.1924)
H (13.6174, 12.6247, 11.5157)
C (14.3640, 13.2838, 11.0659)
C (17.5057, 17.3879, 11.1001)
C (12.7159, 15.9829, 13.0484)
C (16.8849, 16.2893, 10.5513)
H (19.2973, 20.0266, 17.2270)
F (9.2564, 18.1285, 13.4361)
H (15.4960, 23.0675, 15.3884)
C (18.6079, 17.8292, 8.9913)
C (8.3890, 14.3075, 16.6014)
H (18.1089, 11.7417, 12.9756)
H (17.2651, 17.7038, 12.1125)
H (16.2893, 15.6271, 11.1823)
H (20.1454, 23.0575, 19.9227)
H (19.0499, 17.2301, 19.3444)
C (16.5133, 21.0623, 12.1769)
C (10.8248, 18.9054, 18.2013)
H (12.9332, 8.1158, 13.1433)
C (20.0018, 14.6366, 15.2498)
C (10.9445, 20.1928, 16.1726)
H (13.6983, 12.7089, 14.8936)
C (9.4424, 18.8156, 17.9866)
C (17.5074, 12.6336, 12.8236)
H (11.5557, 19.1378, 13.3846)
C (13.4787, 11.7202, 14.5183)
H (9.1974, 20.4119, 15.0048)
H (11.4849, 12.1413, 13.7157)
H (13.6489, 15.4203, 12.9460)
C (12.0253, 10.1069, 13.4102)
F (22.4827, 12.2037, 16.1190)
F (11.6777, 20.9991, 15.3436)
C (16.6999, 15.9949, 14.3344)
H (19.2261, 20.3355, 12.9360)
C (18.2569, 18.0093, 19.1834)
H (21.7800, 13.2252, 18.3638)
C (12.9991, 9.1217, 13.5201)
H (12.6007, 15.2786, 21.1009)
H (20.9989, 18.8077, 12.6955)
C (14.7368, 15.9366, 15.6716)
C (20.1387, 20.7391, 20.7914)
C (10.3299, 17.3952, 13.2152)
C (10.2246, 13.6636, 18.0516)
H (15.1728, 19.5878, 12.9681)
H (14.6098, 12.8256, 10.0882)
C (16.2469, 12.2682, 12.0646)
C (16.0508, 17.9452, 15.6259)
C (15.2649, 21.2410, 14.2335)
O (19.1155, 21.7484, 21.0535)
H (17.4092, 15.5740, 13.6162)
H (17.7891, 22.7559, 11.6775)
C (9.5993, 19.9819, 15.9147)
H (18.1628, 16.3673, 7.4501)
C (14.1253, 9.4193, 14.3088)
F (10.7108, 12.8684, 19.0048)
F (13.6976, 15.2527, 16.1315)
H (9.3426, 15.5104, 12.9233)
C (18.8827, 13.2526, 10.9486)
H (13.9404, 14.2768, 11.0157)
H (11.0835, 16.3505, 16.1724)
C (19.6648, 23.0363, 20.8957)
C (11.5195, 15.3559, 12.8684)
C (16.9492, 17.3117, 14.7563)
H (16.6916, 15.0166, 8.8684)
H (20.6898, 21.0994, 19.9141)
C (8.8390, 19.3043, 16.8363)
H (13.5182, 16.7570, 19.3362)
C (14.3225, 14.1029, 21.1986)
C (16.0664, 14.4517, 19.5575)
F (13.7813, 13.3494, 22.1649)
C (14.3445, 10.6862, 14.8247)
H (15.1974, 10.8787, 15.4508)
C (19.7319, 15.1893, 16.5021)
C (10.2887, 16.0287, 12.9529)
H (11.2451, 18.4252, 19.0736)
H (21.0929, 13.0124, 14.1948)
C (21.2817, 13.6705, 17.5046)
H (17.8553, 17.8590, 14.4718)
H (19.0211, 16.0063, 16.5965)
H (12.0574, 14.7506, 17.7322)
H (19.0621, 12.1627, 10.9582)
C (15.8269, 22.4935, 14.5103)
C (19.1554, 20.2975, 15.0824)
C (13.5961, 15.1620, 20.6923)
F (21.1775, 18.1651, 17.2081)
C (16.6488, 23.0474, 13.5275)
C (15.6124, 20.5606, 13.0794)
C (19.7142, 19.7500, 16.2461)
H (15.6992, 16.2083, 18.2575)
C (10.4444, 15.5751, 16.5924)
H (19.4733, 15.0329, 14.3759)
H (18.8729, 23.8043, 20.8689)
C (11.0126, 14.6839, 17.4845)
O (18.7460, 19.2697, 19.3581)
C (15.3611, 15.5702, 19.0825)

Results of the Löwdin charge analysis, in e, for atoms 1 through 2: number 1, H, carries 0.10; number 2, H, carries 0.10

---

Record 3
Below is C11H18N8NiO4 as an isolated structure, with properties calculated with wB97M-V/def2-TZVPD.

Calculated values
total charge = +2
E_HOMO (spin up / spin down) = -15.67 / -15.97 eV
expectation value of S² = 2.004
multiplicity = 3
LUMO (spin up / spin down) = -0.2612 / -0.2601 hartree

Atoms and positions in Å:
H (3.8015, 0.8293, 1.9752)
H (2.5857, 0.7336, 3.7289)
H (0.5306, -1.0874, -4.2823)
H (0.5775, -2.6705, 0.5354)
C (0.6873, -1.1582, -3.2056)
H (-3.9449, -1.0910, 2.0606)
N (-0.7825, 1.7028, -0.5002)
N (-2.1493, 4.2823, -2.2404)
H (-2.0153, 5.2381, -1.9290)
N (-1.5218, 3.4470, -1.3513)
H (1.5786, -3.0720, -3.4726)
C (1.6088, 0.4427, 3.3647)
C (2.3037, 0.3868, 0.8518)
H (-1.7851, 4.1275, -3.1734)
C (-0.6917, -0.1063, 3.8180)
N (-1.2627, 2.2102, -1.6268)
O (-2.1494, -0.8281, 0.5437)
H (0.7428, 0.4112, 5.3279)
N (0.1400, -0.1114, 1.5968)
H (-0.6072, 0.4172, -2.8729)
O (1.8933, 0.1986, -0.2788)
N (-1.2539, 3.8187, -0.1225)
O (-3.1459, -0.8368, 2.5548)
N (0.2766, -2.3918, -0.3949)
H (-1.5195, -0.2516, 4.4979)
Ni (-0.1934, -0.3353, -0.4482)
C (-2.1261, -0.6784, 1.7522)
C (1.3489, 0.2430, 2.0171)
H (-0.4592, 2.6111, 1.4174)
C (-0.7856, 2.6942, 0.3956)
H (-0.5799, -2.9182, -0.5585)
C (1.3019, -2.8454, -1.3785)
C (-0.8563, -0.2834, 2.4526)
H (-1.3009, -1.0253, -2.7057)
H (1.5919, -0.5984, -2.9637)
C (0.8425, -2.6174, -2.8087)
H (2.2169, -2.2850, -1.1847)
N (-0.4476, -0.5120, -2.4908)
O (3.5571, 0.7069, 1.0474)
H (1.5187, -3.9033, -1.2268)
H (-0.0942, -3.1565, -2.9922)
C (0.5683, 0.2626, 4.2708)

Results of the natural (NBO) charge analysis, in e, for atoms 1 through 2: number 1, H, carries 0.51; number 2, H, carries 0.25

---

Record 4
Below is a 4-piece molecular cluster, C6H9ClN3O4 overall, with properties calculated with wB97M-V/def2-TZVPD.

Calculated values
total charge = -1
E_HOMO = -7.00 eV
LUMO = 0.1183 hartree

Atoms and positions in Å:
H (2.1726, -0.2989, 1.1733)
N (-0.7813, -2.4997, 2.3973)
H (0.4697, -2.2945, -0.4568)
H (-1.9642, 0.6949, -1.4931)
C (2.3595, 1.8371, 1.2219)
C (2.5646, 0.4871, 1.8187)
Cl (-0.0355, 0.4871, -0.4098)
O (0.7282, 0.3835, 0.8009)
C (-3.0508, 0.6970, -1.5781)
N (-3.6065, 1.2016, -4.1713)
N (2.1670, 2.8917, 0.7692)
O (-0.9516, 1.5964, -0.2770)
C (-3.4270, 0.9790, -3.0600)
H (-3.6326, -0.1644, -1.2501)
H (-3.3966, 1.6660, -1.2181)
H (1.8253, -2.8868, 0.5315)
H (2.2678, 0.5122, 2.8672)
C (0.0043, -2.3465, 1.5543)
O (0.9431, 0.7851, -1.4348)
H (1.4405, -1.2134, 0.6441)
H (3.6520, 0.4184, 1.8485)
C (0.9853, -2.1929, 0.4982)
O (-0.7337, -0.7397, -0.7758)

Results of the natural (NBO) charge analysis, in e, for atoms 1 through 2: number 1, H, carries 0.25; number 2, N, carries -0.39